No. 1
{
  "formula": "C3H7NO2",
  "method": "ωB97M-V with the def2-TZVPD basis set",
  "species": ["N", "C", "O", "C", "C", "O", "H", "H", "H", "H", "H", "H", "H"],
  "coordinates": [[1.315, 1.495, -2.017], [0.571, 0.841, -1.094], [-0.088, -0.159, -1.318], [-0.526, -1.600, 1.370], [-1.110, -0.221, 1.263], [-0.589, 0.776, 1.716], [1.777, 2.358, -1.786], [1.304, 1.184, -2.977], [0.497, -1.542, 1.747], [-0.543, -2.075, 0.385], [-2.091, -0.155, 0.751], [-1.135, -2.203, 2.055], [0.617, 1.301, -0.093]],
  "de_lowest_kcal_mol": 23.0,
  "e_lumo_ev": 1.0,
  "total_charge": 0,
  "gap_ev": 10.60,
  "energy_ha": -323.7444
}

---

No. 2
{
  "formula": "C4H9N2S",
  "method": "ωB97M-V with the def2-TZVPD basis set",
  "species": ["C", "C", "C", "C", "N", "N", "S", "H", "H", "H", "H", "H", "H", "H", "H", "H"],
  "coordinates": [[1.968, 0.775, -0.263], [2.794, -0.262, 0.389], [-2.390, -0.763, -0.571], [-1.187, 1.338, 0.459], [0.517, -1.209, 0.371], [1.583, -0.575, 0.227], [-1.485, -0.248, 0.831], [1.713, 1.560, 0.376], [1.950, 1.051, -1.275], [3.647, -0.751, 0.739], [-2.140, -0.308, -1.493], [-3.375, -0.436, -0.323], [-2.158, -1.787, -0.837], [-1.480, 1.890, -0.369], [-0.543, 1.924, 1.143], [0.586, -2.199, 0.597]],
  "de_lowest_kcal_mol": 169.1,
  "e_lumo_ev": [-4.9, -4.9],
  "total_charge": 1,
  "gap_ev": [7.80, 7.80],
  "energy_ha": -665.0229
}

---

No. 3
{
  "formula": "C5H6O2",
  "method": "ωB97M-V with the def2-TZVPD basis set",
  "species": ["O", "C", "C", "C", "C", "O", "C", "H", "H", "H", "H", "H", "H"],
  "coordinates": [[-2.794, -0.477, 0.188], [-1.627, -0.257, -0.001], [-0.788, 1.028, 0.030], [0.435, 0.151, -0.286], [1.747, 0.176, 0.332], [1.556, 0.495, -1.054], [-0.403, -1.136, -0.331], [-0.804, 1.568, 0.984], [-1.056, 1.703, -0.788], [2.019, 1.001, 0.980], [2.283, -0.753, 0.546], [-0.473, -1.842, -1.167], [-0.094, -1.656, 0.567]],
  "de_lowest_kcal_mol": 51.4,
  "e_lumo_ev": 0.8,
  "total_charge": 0,
  "gap_ev": 10.53,
  "energy_ha": -344.5200
}

---

No. 4
{
  "formula": "C8H17N2O5P",
  "method": "ωB97M-V with the def2-TZVPD basis set",
  "species": ["C", "C", "C", "N", "O", "C", "O", "O", "P", "O", "O", "H", "H", "H", "H", "H", "H", "H", "H", "H", "H", "C", "C", "C", "C", "N", "H", "H", "H", "H", "H", "H", "H"],
  "coordinates": [[0.369, 0.936, -0.111], [-0.429, 0.499, -1.429], [0.245, -0.730, -2.236], [0.862, -1.687, -1.273], [1.762, -2.522, -1.892], [2.530, -3.228, -0.916], [2.114, -3.358, 0.261], [3.768, -3.868, -1.226], [4.934, -2.753, -1.831], [6.296, -3.714, -2.306], [5.574, -1.777, -0.567], [-0.337, 1.636, 0.483], [0.640, 0.077, 0.591], [1.321, 1.541, -0.306], [-1.472, 0.107, -1.089], [-0.528, 1.432, -2.100], [-0.633, -1.253, -2.784], [0.955, -0.391, -3.073], [0.110, -2.206, -0.797], [6.332, -3.718, -3.288], [6.478, -1.517, -0.872], [-2.363, 2.951, 2.789], [-3.866, 2.713, 2.681], [-4.211, 1.347, 2.084], [-3.649, 1.238, 0.697], [-3.207, 1.152, -0.394], [-1.883, 2.950, 1.807], [-2.165, 3.924, 3.245], [-1.888, 2.182, 3.406], [-4.307, 3.507, 2.070], [-4.310, 2.790, 3.677], [-5.296, 1.219, 2.040], [-3.800, 0.543, 2.701]],
  "e_lumo_ev": 0.6,
  "total_charge": 0,
  "gap_ev": 9.61,
  "energy_ha": -1142.0115
}

---

No. 5
{
  "formula": "C26H23F6N3O9S3Tc",
  "method": "ωB97M-V with the def2-TZVPD basis set",
  "species": ["Tc", "F", "C", "F", "F", "S", "O", "O", "N", "S", "O", "O", "C", "F", "F", "F", "O", "C", "O", "C", "C", "C", "C", "C", "N", "H", "H", "H", "H", "C", "C", "C", "C", "C", "C", "H", "H", "H", "H", "H", "H", "H", "H", "H", "O", "C", "C", "C", "C", "C", "C", "C", "O", "O", "H", "H", "H", "H", "H", "S", "C", "N", "C", "C", "C", "C", "H", "H", "H", "H", "H"],
  "coordinates": [[0.027, -0.063, -0.170], [3.940, 2.140, 1.252], [3.016, 2.606, 2.080], [2.923, 3.923, 1.854], [3.428, 2.432, 3.333], [1.305, 1.874, 1.792], [1.350, 1.645, 0.364], [0.417, 2.899, 2.228], [1.158, 0.580, 2.631], [1.920, -0.692, 2.102], [3.297, -0.449, 1.852], [1.193, -1.489, 1.158], [1.752, -1.693, 3.686], [2.212, -1.018, 4.734], [2.375, -2.872, 3.644], [0.452, -1.939, 3.886], [-3.195, 0.837, 2.259], [-2.217, 1.040, 1.559], [-1.264, 0.215, 1.347], [-1.995, 2.389, 0.910], [-2.331, 3.552, 1.586], [-1.840, 4.768, 1.150], [-0.948, 4.778, 0.078], [-0.686, 3.607, -0.591], [-1.259, 2.454, -0.217], [-2.962, 3.469, 2.456], [-2.104, 5.683, 1.652], [-0.471, 5.694, -0.234], [-0.035, 3.550, -1.450], [-2.892, 1.248, -4.456], [-2.924, 1.968, -3.101], [-2.486, 3.433, -3.297], [-4.340, 1.939, -2.500], [-2.005, 1.341, -2.158], [-1.260, 1.306, -1.122], [-3.507, 1.784, -5.176], [-3.265, 0.232, -4.360], [-1.871, 1.195, -4.820], [-3.098, 3.906, -4.062], [-1.446, 3.478, -3.608], [-2.603, 3.991, -2.372], [-4.981, 2.635, -3.034], [-4.314, 2.225, -1.450], [-4.771, 0.946, -2.573], [2.097, 0.055, -5.625], [3.093, -0.108, -4.743], [4.405, -0.211, -5.210], [5.453, -0.356, -4.326], [5.224, -0.418, -2.955], [3.934, -0.333, -2.479], [2.859, -0.175, -3.355], [1.480, -0.063, -2.822], [0.519, 0.241, -3.543], [1.349, -0.300, -1.564], [1.262, 0.141, -5.101], [4.574, -0.167, -6.275], [6.462, -0.422, -4.705], [6.051, -0.532, -2.270], [3.730, -0.371, -1.418], [-1.073, -2.242, -0.685], [-2.599, -1.796, -0.029], [-2.826, -2.029, 1.285], [-3.970, -1.701, 1.903], [-5.014, -1.176, 1.186], [-4.831, -0.921, -0.179], [-3.633, -1.226, -0.780], [-2.033, -2.360, 1.829], [-4.032, -1.875, 2.966], [-5.940, -0.928, 1.678], [-5.632, -0.475, -0.748], [-3.426, -1.019, -1.816]],
  "spin_multiplicity": 2,
  "s_squared": 0.82,
  "e_lumo_ev": [-1.7, -1.5],
  "total_charge": 0,
  "gap_ev": [5.30, 5.29],
  "energy_ha": -3720.4527
}

---

No. 6
{
  "formula": "C4H7NO",
  "method": "ωB97M-V with the def2-TZVPD basis set",
  "species": ["C", "C", "N", "C", "C", "O", "H", "H", "H", "H", "H", "H", "H"],
  "coordinates": [[-1.284, 0.407, -0.575], [0.033, -0.394, 1.286], [0.878, -1.040, 0.549], [1.244, -0.004, -0.429], [0.032, 0.906, 0.113], [0.145, 2.115, 0.358], [-1.285, -0.655, -0.854], [-1.399, 1.011, -1.476], [-2.139, 0.591, 0.080], [-0.552, -0.885, 2.067], [1.017, -2.044, 0.478], [1.189, -0.344, -1.468], [2.223, 0.427, -0.207]],
  "de_lowest_kcal_mol": 93.2,
  "e_lumo_ev": 0.2,
  "total_charge": 0,
  "gap_ev": 8.22,
  "energy_ha": -286.4831
}

---

No. 7
{
  "formula": "C5H2O",
  "method": "ωB97M-V with the def2-TZVPD basis set",
  "species": ["O", "C", "C", "C", "C", "C", "H", "H"],
  "coordinates": [[-0.111, -2.675, -0.423], [0.547, -1.730, -0.303], [1.431, -0.743, -0.184], [0.997, 0.516, 0.039], [-0.387, 0.844, 0.152], [-1.566, 1.084, 0.243], [1.683, 1.356, 0.146], [-2.595, 1.346, 0.329]],
  "de_lowest_kcal_mol": 2.1,
  "e_lumo_ev": -1.0,
  "total_charge": 0,
  "gap_ev": 8.53,
  "energy_ha": -266.8153
}